(1)
One molecule with the formula C17H23N2OP at a distorted geometry. Source: the Open Molecules 2025 dataset; level of theory: ωB97M-V/def2-TZVPD.

CARTESIAN COORDINATES (ANGSTROEM)
C (0.606, -4.747, 0.080)
C (1.104, -3.329, -0.034)
C (2.444, -2.996, -0.161)
C (2.844, -1.681, -0.291)
C (1.944, -0.609, -0.303)
C (2.503, 0.799, -0.519)
C (3.857, 0.929, 0.246)
C (1.608, 1.931, -0.036)
C (0.599, -0.960, -0.175)
O (-0.426, 0.000, -0.227)
C (-1.132, 0.108, 0.985)
C (-2.496, 0.817, 0.803)
C (-2.969, 1.218, 2.117)
N (-3.398, 1.543, 3.131)
C (-3.610, -0.079, 0.188)
C (-3.142, -1.093, -0.751)
N (-2.716, -1.789, -1.558)
P (-2.505, 2.401, -0.225)
C (-1.287, 3.580, 0.497)
C (-2.024, 1.970, -1.938)
C (0.195, -2.284, -0.049)
H (-0.482, -4.734, 0.065)
H (0.956, -5.235, 0.985)
H (0.906, -5.325, -0.793)
H (3.198, -3.773, -0.174)
H (3.903, -1.524, -0.417)
H (2.748, 0.901, -1.576)
H (4.670, 0.396, -0.231)
H (4.097, 1.984, 0.353)
H (3.692, 0.567, 1.260)
H (0.832, 2.112, -0.776)
H (2.185, 2.852, 0.006)
H (1.136, 1.720, 0.916)
H (-1.311, -0.866, 1.450)
H (-0.549, 0.685, 1.710)
H (-4.319, 0.560, -0.341)
H (-4.180, -0.576, 0.970)
H (-0.513, 3.866, -0.208)
H (-1.808, 4.479, 0.810)
H (-0.851, 3.123, 1.383)
H (-1.033, 1.530, -2.050)
H (-2.739, 1.246, -2.318)
H (-2.052, 2.881, -2.529)
H (-0.858, -2.507, 0.024)

Calculated values
SMILES ... Cc1ccc(C(C)C)c(OC[C@](C#N)(CC#N)P(C)C)c1
E_HOMO ... -0.3124 Eh
Total charge ... 0
E_LUMO ... 0.0263 Eh
HOMO-LUMO gap ... 9.217 eV
Spin multiplicity ... 1

Results of the natural (NBO) charge analysis, in e, for atoms 1 through 8:
1 C -0.627
2 C -0.005
3 C -0.218
4 C -0.183
5 C -0.081
6 C -0.234
7 C -0.597
8 C -0.597

---

(2)
One molecule with the formula C6H12F3O3PS at a distorted geometry. Source: the Open Molecules 2025 dataset; level of theory: ωB97M-V/def2-TZVPD.

CARTESIAN COORDINATES (ANGSTROEM)
C (1.787, -1.253, 1.702)
C (2.054, 0.045, 1.199)
P (1.101, 0.926, -0.158)
C (-0.533, 1.006, 0.838)
C (-1.727, 1.266, -0.188)
C (-2.739, 0.065, -0.379)
S (-1.971, -1.583, -0.650)
O (-3.114, -2.528, -0.922)
O (-1.090, -1.640, -1.873)
O (-1.218, -2.173, 0.718)
C (2.692, 0.804, -1.288)
F (3.283, -0.448, -1.117)
F (3.582, 1.849, -1.075)
F (2.227, 0.804, -2.613)
H (0.889, -1.472, 2.340)
H (2.527, -2.087, 1.503)
H (2.958, 0.581, 1.636)
H (0.392, 0.307, -1.235)
H (1.209, 2.364, -0.189)
H (-0.693, 0.147, 1.547)
H (-0.458, 1.942, 1.487)
H (-1.304, 1.672, -1.159)
H (-2.339, 2.124, 0.245)
H (-3.356, 0.291, -1.306)
H (-3.487, -0.058, 0.458)
H (-0.673, -2.953, 0.477)

Calculated values
SMILES ... C=C[PH2](CCCS(=O)(=O)O)C(F)(F)F
E_HOMO ... -0.3112 Eh
Total charge ... 0
E_LUMO ... -0.0267 Eh
HOMO-LUMO gap ... 7.740 eV
Spin multiplicity ... 1

Results of the natural (NBO) charge analysis, in e, for atoms 1 through 8:
1 C -0.370
2 C -0.523
3 P 0.915
4 C -0.785
5 C -0.438
6 C -0.620
7 S 2.192
8 O -0.925

---

(3)
C54H55Ge2MoS5Se as an isolated structure. Source: the Open Molecules 2025 dataset; level of theory: ωB97M-V/def2-TZVPD.

CARTESIAN COORDINATES (ANGSTROEM)
Mo (-1.762, -0.465, 0.680)
C (2.655, -4.487, 0.358)
C (2.531, -4.261, -1.126)
C (1.296, -4.358, -1.760)
C (1.154, -4.093, -3.112)
C (-0.209, -4.121, -3.748)
C (2.282, -3.724, -3.864)
C (3.541, -3.648, -3.250)
C (4.785, -3.239, -4.001)
C (3.638, -3.921, -1.886)
C (2.098, -3.260, -5.277)
C (2.055, -4.136, -6.353)
C (1.861, -3.633, -7.635)
C (1.736, -2.264, -7.827)
C (1.803, -1.379, -6.750)
C (1.970, -1.876, -5.460)
Ge (1.791, -0.943, -3.677)
S (-1.619, -0.669, -1.729)
S (3.656, 0.289, -3.746)
Ge (2.992, 1.781, -2.078)
S (-0.703, 1.642, 0.278)
S (0.582, 1.885, -3.122)
C (4.025, 3.430, -2.707)
C (5.391, 3.360, -2.997)
C (6.140, 4.515, -3.204)
C (5.560, 5.769, -3.114)
C (4.216, 5.861, -2.790)
C (3.455, 4.713, -2.571)
C (2.030, 4.935, -2.178)
C (1.642, 4.932, -0.837)
C (2.607, 4.665, 0.291)
C (0.310, 5.189, -0.522)
C (-0.637, 5.449, -1.498)
C (-2.085, 5.633, -1.138)
C (-0.225, 5.464, -2.825)
C (1.088, 5.206, -3.179)
C (1.480, 5.152, -4.631)
C (6.135, 2.062, -3.052)
C (6.496, 1.396, -1.880)
C (6.127, 1.919, -0.515)
C (7.220, 0.207, -1.971)
C (7.608, -0.318, -3.191)
C (8.407, -1.591, -3.273)
C (7.254, 0.372, -4.347)
C (6.527, 1.549, -4.297)
C (6.108, 2.235, -5.568)
C (1.733, 0.091, -7.013)
C (0.543, 0.797, -6.860)
C (-0.716, 0.149, -6.343)
C (0.512, 2.154, -7.191)
C (1.628, 2.810, -7.676)
C (1.570, 4.253, -8.100)
C (2.819, 2.094, -7.786)
C (2.892, 0.751, -7.456)
C (4.207, 0.023, -7.550)
H (1.715, -4.838, 0.783)
H (2.920, -3.560, 0.869)
H (3.431, -5.222, 0.582)
H (0.415, -4.598, -1.174)
H (-0.977, -4.317, -3.000)
H (-0.272, -4.884, -4.526)
H (-0.438, -3.161, -4.218)
H (4.626, -3.216, -5.078)
H (5.599, -3.934, -3.788)
H (5.102, -2.238, -3.696)
H (4.609, -3.837, -1.406)
H (2.166, -5.202, -6.186)
H (1.810, -4.305, -8.483)
H (1.597, -1.865, -8.826)
H (7.197, 4.415, -3.424)
H (6.153, 6.662, -3.272)
H (3.739, 6.830, -2.690)
H (3.557, 4.270, -0.063)
H (2.178, 3.942, 0.987)
H (2.816, 5.584, 0.847)
H (0.006, 5.164, 0.519)
H (-2.195, 6.045, -0.134)
H (-2.602, 4.670, -1.158)
H (-2.589, 6.298, -1.841)
H (-0.956, 5.646, -3.607)
H (0.630, 5.411, -5.263)
H (1.818, 4.149, -4.910)
H (2.302, 5.835, -4.858)
H (5.959, 2.995, -0.523)
H (6.918, 1.698, 0.204)
H (5.211, 1.448, -0.146)
H (7.491, -0.312, -1.057)
H (8.469, -2.079, -2.301)
H (9.427, -1.395, -3.614)
H (7.958, -2.295, -3.977)
H (7.535, -0.032, -5.315)
H (6.440, 1.666, -6.436)
H (6.515, 3.245, -5.639)
H (5.018, 2.322, -5.609)
H (-0.577, -0.910, -6.135)
H (-1.529, 0.248, -7.066)
H (-1.032, 0.631, -5.414)
H (-0.419, 2.700, -7.073)
H (0.601, 4.695, -7.866)
H (1.731, 4.347, -9.177)
H (2.342, 4.844, -7.603)
H (3.713, 2.600, -8.138)
H (4.943, 0.628, -8.078)
H (4.107, -0.933, -8.065)
H (4.589, -0.187, -6.546)
Se (0.198, 0.552, -1.421)
S (-0.675, -2.088, 2.075)
C (-2.013, -1.693, 3.171)
C (-2.467, -2.389, 4.274)
C (-3.622, -1.949, 4.924)
C (-4.319, -0.843, 4.463)
C (-3.859, -0.136, 3.352)
C (-2.709, -0.564, 2.701)
H (-1.941, -3.273, 4.613)
H (-3.978, -2.481, 5.797)
H (-5.217, -0.516, 4.974)
H (-4.391, 0.742, 3.005)
H (-2.021, 0.343, 2.227)

Calculated values
E_HOMO (alpha / beta) ... -0.1649 / -0.1612 Eh
Total charge ... -1
<S²> ... 2.019
E_LUMO (alpha / beta) ... 0.0767 / 0.0650 Eh
HOMO-LUMO gap (alpha / beta) ... 6.574 / 6.155 eV
Spin multiplicity ... 3

Results of the Mulliken charge analysis, in e, for atoms 1 through 8:
1 Mo -0.505
2 C -1.542
3 C 0.810
4 C -1.008
5 C 1.003
6 C -1.388
7 C -1.051
8 C 1.067

---

(4)
A 2-piece molecular cluster, C13H25N2O overall. Source: the Open Molecules 2025 dataset; level of theory: ωB97M-V/def2-TZVPD.

CARTESIAN COORDINATES (ANGSTROEM)
N (-4.218, 1.739, 1.962)
C (-3.952, 0.586, 1.014)
C (-2.685, -0.136, 1.453)
C (-1.414, 0.567, 0.942)
C (-0.217, 0.422, 1.853)
C (0.041, -0.771, 2.532)
C (1.172, -0.900, 3.326)
C (2.063, 0.158, 3.451)
C (1.816, 1.349, 2.776)
C (0.682, 1.477, 1.985)
H (-4.871, 2.426, 1.581)
H (-4.597, 1.396, 2.846)
H (-3.340, 2.222, 2.172)
H (-3.841, 1.023, 0.022)
H (-4.833, -0.054, 1.037)
H (-2.743, -1.150, 1.058)
H (-2.666, -0.210, 2.545)
H (-1.171, 0.142, -0.038)
H (-1.598, 1.634, 0.762)
H (-0.631, -1.615, 2.427)
H (1.357, -1.833, 3.843)
H (2.946, 0.056, 4.068)
H (2.506, 2.179, 2.865)
H (0.509, 2.409, 1.457)
C (2.413, 0.430, -3.707)
C (1.465, -0.747, -3.914)
C (0.609, -1.081, -2.686)
O (1.294, -1.738, -1.640)
C (2.015, -0.899, -0.760)
N (2.227, -1.893, -4.405)
H (3.283, 0.143, -3.115)
H (2.782, 0.783, -4.668)
H (1.915, 1.261, -3.203)
H (0.760, -0.466, -4.703)
H (-0.180, -1.772, -2.995)
H (0.123, -0.170, -2.300)
H (1.486, 0.047, -0.597)
H (3.022, -0.684, -1.122)
H (2.098, -1.419, 0.195)
H (1.598, -2.641, -4.680)
H (2.776, -2.272, -3.639)

Calculated values
E_HOMO ... -0.4016 Eh
Total charge ... +1
E_LUMO ... -0.1366 Eh
HOMO-LUMO gap ... 7.211 eV
Spin multiplicity ... 1

Results of the natural (NBO) charge analysis, in e, for atoms 1 through 8:
1 N -0.671
2 C -0.209
3 C -0.434
4 C -0.427
5 C -0.066
6 C -0.220
7 C -0.193
8 C -0.201

---

(5)
One molecule with the formula C18H22N2O4S at a distorted geometry. Source: the Open Molecules 2025 dataset; level of theory: ωB97M-V/def2-TZVPD.

CARTESIAN COORDINATES (ANGSTROEM)
C (-5.278, -2.739, -0.883)
C (-4.872, -2.312, 0.523)
O (-4.373, -0.987, 0.564)
C (-3.122, -0.714, 0.133)
C (-2.194, -1.649, -0.271)
C (-0.916, -1.242, -0.673)
C (-0.566, 0.077, -0.683)
S (1.087, 0.500, -1.201)
O (1.783, -0.728, -1.517)
O (1.073, 1.499, -2.228)
N (1.691, 1.250, 0.186)
C (1.809, 0.381, 1.337)
C (2.937, -0.640, 1.189)
C (4.258, 0.026, 0.771)
C (5.243, -1.049, 0.307)
N (4.821, -1.752, -0.764)
O (6.307, -1.251, 0.850)
C (4.079, 1.064, -0.348)
C (2.909, 2.000, -0.056)
C (-1.480, 1.077, -0.287)
C (-1.158, 2.448, -0.292)
C (-2.080, 3.378, 0.107)
C (-3.356, 2.982, 0.528)
C (-3.698, 1.658, 0.540)
C (-2.775, 0.674, 0.133)
H (-4.423, -2.739, -1.554)
H (-5.703, -3.739, -0.852)
H (-6.022, -2.051, -1.276)
H (-5.752, -2.285, 1.172)
H (-4.147, -3.011, 0.955)
H (-2.422, -2.702, -0.284)
H (-0.189, -1.974, -0.987)
H (1.977, 1.022, 2.209)
H (0.850, -0.129, 1.462)
H (2.633, -1.367, 0.439)
H (3.082, -1.165, 2.135)
H (4.697, 0.523, 1.642)
H (3.934, -1.573, -1.209)
H (5.418, -2.469, -1.139)
H (3.871, 0.568, -1.297)
H (5.000, 1.638, -0.457)
H (3.102, 2.616, 0.827)
H (2.719, 2.648, -0.913)
H (-0.179, 2.741, -0.630)
H (-1.827, 4.428, 0.096)
H (-4.071, 3.730, 0.840)
H (-4.678, 1.339, 0.857)

Calculated values
SMILES ... CCOc1ccc(S(=O)(=O)N2CCC(C(N)=O)CC2)c2ccccc12
E_HOMO ... -0.3128 Eh
Total charge ... 0
E_LUMO ... 0.0030 Eh
HOMO-LUMO gap ... 8.595 eV
Spin multiplicity ... 1

Results of the natural (NBO) charge analysis, in e, for atoms 1 through 8:
1 C -0.639
2 C -0.064
3 O -0.502
4 C 0.455
5 C -0.365
6 C -0.132
7 C -0.386
8 S 2.316

---

Number 1: E_tot -1187.6388 Eh. Number 2: E_tot -1500.4301 Eh. Number 3: E_tot -10705.2969 Eh. Number 4: E_tot -694.8293 Eh. Number 5: E_tot -1507.7910 Eh.